Below is a cluster of 10 separate species, C37H46BrO31P in total in a non-equilibrium geometry, with properties calculated with wB97M-V/def2-TZVPD.

XYZ file:
```
116
Properties=species:S:1:pos:R:3:forces:R:3
C -4.0034 1.2352 0.5768 0.735 -0.935 -1.928
C -3.2893 0.4001 -0.4706 -0.875 1.055 -0.384
C -3.3097 0.7098 -2.0803 -0.891 0.882 -0.548
C -3.2087 2.0593 -2.7208 -0.160 -3.976 0.636
C -3.3029 2.0784 -4.3835 -2.425 3.295 -0.609
O -3.9551 3.0821 -4.9753 4.115 -5.993 3.255
C -2.6054 0.7945 -5.1766 -0.284 -2.081 3.675
P -1.8068 1.1668 -6.8707 -1.876 1.397 -1.032
O -1.7517 2.9319 -7.0641 2.576 -2.816 2.148
Br 0.3701 0.5297 -6.9848 -0.254 0.419 0.737
C -2.6737 -0.5777 -4.5305 -0.128 3.266 -1.434
C -1.9974 -1.8894 -5.2514 0.835 -0.061 1.251
C -1.9921 -3.2481 -4.2764 0.047 0.002 0.093
O -1.1780 -2.9306 -3.0562 -1.724 -0.772 -0.541
C -3.4607 -0.6246 -3.0756 -2.651 -2.687 1.732
O -4.2394 -1.6196 -2.6441 4.776 5.640 -2.835
H -5.1682 1.0875 0.7507 2.348 1.635 -1.377
H -3.3741 2.0392 1.1570 -1.110 -2.753 0.092
H -2.7039 -0.5729 -0.1076 -0.070 2.929 -1.001
H -3.0723 3.0148 -2.0589 -0.550 -1.955 -1.571
H -0.8702 3.1640 -6.6018 -1.986 0.032 -1.019
H -2.4560 -2.0892 -6.3096 0.633 0.365 2.123
H -0.8526 -1.6315 -5.4104 -2.380 -0.407 0.296
H -1.4183 -4.1265 -4.8088 -1.388 1.776 0.712
H -3.0973 -3.5735 -3.9889 2.417 0.765 -0.635
H -1.4067 -3.5712 -2.3126 0.325 0.919 -1.730
O -1.0445 2.8090 0.0874 1.856 -0.114 -1.746
C -0.1585 2.7194 -0.7460 -1.632 0.053 1.482
O 0.0749 1.6114 -1.5084 -0.287 0.719 0.812
C 1.0223 1.9815 -2.4925 0.295 -0.562 -0.903
C 1.7200 3.1500 -1.8753 1.079 0.359 -0.306
O 0.7298 3.7145 -1.0368 -0.926 -0.514 0.353
H 1.7045 1.1537 -2.7046 -0.264 0.023 0.095
H 0.4909 2.2495 -3.4117 0.003 -0.038 0.046
H 2.5748 2.8494 -1.2603 -0.092 0.069 -0.129
H 2.0563 3.8753 -2.6212 -0.089 0.005 0.274
O -0.8630 -5.9116 -2.1217 0.854 0.000 2.362
C -0.4061 -5.9706 -0.9923 -0.746 -0.052 -1.934
O -0.2097 -4.8900 -0.1817 -0.193 -0.657 -1.010
C 0.1133 -5.3920 1.1015 0.039 0.559 1.192
C 0.6521 -6.7553 0.8114 0.672 -0.618 0.742
O -0.0237 -7.1266 -0.3750 -0.494 0.804 -0.753
H 0.8481 -4.7502 1.5952 -0.193 0.010 -0.181
H -0.7975 -5.4227 1.7086 0.099 0.011 -0.060
H 1.7298 -6.7462 0.6166 -0.093 0.006 0.001
H 0.4424 -7.4655 1.6159 -0.021 0.028 -0.276
O -6.7833 4.1068 0.5040 1.440 1.531 -1.765
C -6.1501 4.7901 -0.2834 -1.324 -1.475 1.634
O -6.1088 6.1544 -0.2619 -0.239 -0.926 0.101
C -5.1030 6.5497 -1.1757 0.468 1.003 -0.099
C -5.0116 5.3871 -2.1100 0.422 0.009 -1.084
O -5.3911 4.2895 -1.3017 -0.505 0.168 0.875
H -5.3855 7.4739 -1.6873 -0.075 -0.137 0.219
H -4.1715 6.7180 -0.6251 -0.067 -0.029 -0.034
H -5.7119 5.4681 -2.9480 0.099 -0.029 0.069
H -4.0010 5.2479 -2.5035 -0.215 -0.152 0.047
O -8.5140 -4.4232 1.7321 1.338 1.444 -1.539
C -7.8808 -3.7399 0.9447 -1.091 -1.299 1.269
O -7.8395 -2.3756 0.9662 -0.352 -1.095 0.244
C -6.8337 -1.9803 0.0524 0.617 1.089 -0.229
C -6.7424 -3.1430 -0.8819 0.611 0.050 -1.141
O -7.1219 -4.2406 -0.0736 -0.684 0.121 1.067
H -7.1163 -1.0562 -0.4592 -0.060 -0.143 0.214
H -5.9023 -1.8120 0.6030 -0.059 -0.033 -0.059
H -7.4427 -3.0619 -1.7199 0.047 0.002 0.085
H -5.7317 -3.2821 -1.2754 -0.231 -0.086 0.106
O 4.9201 3.5362 -0.6062 -0.613 0.022 2.095
C 4.5539 3.6036 0.5553 0.434 0.054 -1.454
O 5.0140 2.7993 1.5577 -0.214 0.479 -1.316
C 4.5247 3.3356 2.7725 0.200 -0.059 1.419
C 3.3172 4.1059 2.3462 -0.939 0.204 0.821
O 3.6293 4.4933 1.0215 0.946 -0.614 -0.911
H 4.2812 2.5370 3.4786 0.208 0.052 -0.235
H 5.2961 3.9766 3.2120 -0.142 -0.141 -0.056
H 2.4121 3.4896 2.3306 0.064 0.076 -0.032
H 3.1395 4.9826 2.9751 0.020 -0.075 -0.282
O -3.2256 -3.4650 4.9692 -2.704 -0.120 0.116
C -4.4427 -3.5095 5.0343 2.507 0.101 -0.145
O -5.2792 -3.3429 3.9684 0.857 0.048 0.649
C -6.5794 -3.6881 4.4083 -1.084 -0.218 -0.609
C -6.5071 -3.4844 5.8869 -0.871 0.134 0.689
O -5.1457 -3.7315 6.1832 0.727 0.038 -0.709
H -7.3307 -3.0492 3.9361 0.240 -0.134 -0.071
H -6.7784 -4.7307 4.1389 -0.009 0.129 0.005
H -6.7522 -2.4581 6.1800 0.033 -0.076 -0.031
H -7.1548 -4.1748 6.4342 0.255 0.087 0.004
O 7.0878 -2.7259 0.7640 -0.382 2.177 -1.187
C 6.9363 -1.6674 0.1772 0.426 -1.850 0.918
O 5.7399 -1.0241 0.0420 0.786 -0.924 0.208
C 6.0195 0.2561 -0.4925 -0.661 1.166 -0.033
C 7.3323 0.0622 -1.1796 0.405 0.688 -0.835
O 7.9417 -0.9724 -0.4309 -0.633 -0.748 0.677
H 5.2308 0.5690 -1.1822 0.046 -0.158 0.214
H 6.0802 0.9769 0.3296 -0.007 -0.107 -0.136
H 7.2164 -0.2722 -2.2159 0.019 0.007 0.088
H 7.9474 0.9661 -1.1644 0.009 -0.263 0.072
O 2.4403 -2.8853 5.2092 1.985 -0.229 -1.907
C 3.3263 -2.9749 4.3758 -1.847 0.315 1.851
O 3.5596 -4.0830 3.6134 -0.357 0.587 0.715
C 4.5071 -3.7128 2.6293 0.449 -0.572 -1.009
C 5.2047 -2.5444 3.2465 1.125 0.528 -0.411
O 4.2145 -1.9799 4.0850 -0.925 -0.594 0.343
H 5.1892 -4.5407 2.4172 -0.233 0.094 0.097
H 3.9757 -3.4449 1.7101 0.073 0.026 0.051
H 6.0596 -2.8450 3.8615 -0.079 0.002 -0.075
H 5.5411 -1.8190 2.5006 -0.190 -0.109 0.327
O 7.3653 2.7727 3.7323 1.396 1.539 -1.744
C 7.9985 3.4560 2.9450 -1.132 -1.497 1.538
O 8.0398 4.8203 2.9665 -0.336 -0.995 0.110
C 9.0456 5.2156 2.0527 0.528 1.076 -0.162
C 9.1370 4.0529 1.1184 0.465 -0.002 -1.082
O 8.7574 2.9553 1.9266 -0.572 0.137 0.895
H 8.7631 6.1397 1.5410 -0.074 -0.141 0.226
H 9.9771 5.3839 2.6033 -0.092 -0.036 -0.039
H 8.4367 4.1340 0.2803 0.023 0.004 0.076
H 10.1476 3.9138 0.7248 -0.192 -0.153 0.121
```
Positions in Å, forces in eV/Å.

- E_tot (eV) = -181907.842
- HOMO (eV) = -7.60
- SMILES = C=CC1=CC(=O)C(P(O)Br)=C(CCO)C1=O.O=C1OCCO1.O=C1OCCO1.O=C1OCCO1.O=C1OCCO1.O=C1OCCO1.O=C1OCCO1.O=C1OCCO1.O=C1OCCO1.O=C1OCCO1
- ΔE to the lowest compared entry with this formula, charge and spin (kcal per mole) = 219.4

Below is a structure of composition C5H6N2S in a non-equilibrium geometry, with properties calculated with wB97M-V/def2-TZVPD.

XYZ file:
```
14
Properties=species:S:1:pos:R:3:forces:R:3
C 2.3833 1.1408 -0.0245 2.777 -3.270 0.012
C 0.3481 0.6079 0.1233 -2.604 -2.088 -0.863
C 0.7868 -0.6763 -0.0818 -1.433 -1.231 0.388
C -1.1424 0.7354 0.0291 -0.946 2.597 2.016
C -1.7065 -0.5855 0.1047 2.193 -4.882 0.649
N 1.2158 1.5835 0.0907 1.042 2.409 0.324
N -0.1475 -1.7296 -0.0469 -2.300 2.476 0.709
S 2.4691 -0.7294 -0.0822 0.183 1.537 -0.373
H 3.4193 1.4350 -0.0378 -0.372 1.430 0.024
H -1.6295 1.1837 1.0373 1.327 0.061 -2.480
H -1.4457 1.2963 -0.8525 -0.023 0.278 0.067
H -1.9357 -0.7801 1.1540 -0.228 -0.716 -0.510
H -2.3723 -1.0803 -0.6008 -0.048 0.656 0.024
H -0.2427 -2.4014 -0.8125 0.432 0.743 0.014
```
Positions in Å, forces in eV/Å.

- E_tot (eV) = -19094.828
- HOMO (eV) = -7.83
- ΔE to the lowest compared entry with this formula, charge and spin (kcal per mole) = 73.4

Below is a cluster of 2 separate species, C2H11N2O in total in a non-equilibrium geometry, with properties calculated with wB97M-V/def2-TZVPD.

XYZ file:
```
16
Properties=species:S:1:pos:R:3:forces:R:3
N 0.0750 0.8847 -0.9614 0.965 -1.615 3.476
C 0.2110 0.2550 0.6021 -1.580 -0.726 -2.302
C -1.2278 0.3275 1.2826 2.364 1.792 -0.527
N -1.4794 -0.8408 2.0362 -0.382 0.053 0.524
H -0.0725 1.8750 -0.7828 0.278 0.032 -0.983
H -0.7479 0.3939 -1.2793 -0.388 0.377 -0.384
H 0.9142 0.4737 -1.4586 -0.262 1.046 -0.185
H 1.0416 0.7178 1.1343 -0.081 0.093 -0.344
H 0.3904 -0.8091 0.3338 0.254 0.733 0.500
H -1.9138 0.5946 0.4892 -0.703 -0.665 -0.068
H -1.2065 1.2655 1.8838 -0.217 -0.868 0.154
H -1.6244 -1.6837 1.5045 -0.063 -0.030 -0.198
H -0.7253 -0.9858 2.6906 -0.154 -0.195 0.314
H 1.5637 -1.0665 -3.0082 0.219 -0.068 -0.092
H 2.7914 -0.9316 -2.0708 0.027 -0.029 -0.097
O 2.0102 -0.4703 -2.3961 -0.277 0.069 0.210
```
Positions in Å, forces in eV/Å.

- E_tot (eV) = -7273.032
- HOMO (eV) = -13.42
- net charge = +1
- ΔE to the lowest compared entry with this formula, charge and spin (kcal per mole) = 28.7